Density functional theory data (wB97M-V/def2-TZVPD) for a 2-piece molecular cluster, C5H8O overall.

The geometry in XYZ format:
```
14
Properties=species:S:1:pos:R:3:forces:R:3
C 0.403106 1.086602 -0.579292 -0.1107 0.0164 -0.0001
C -0.886186 0.962590 -0.266737 0.1217 0.1303 0.0111
C -1.066372 -0.123307 0.746084 -0.1499 -0.0957 -0.2700
O -0.414611 0.190215 1.974755 0.1242 0.1061 0.3291
C 0.279855 -0.635415 1.047882 0.1263 -0.1692 -0.0535
C 1.266907 0.066489 0.129427 -0.0369 0.0076 0.0764
H 0.815464 1.816774 -1.269037 -0.0698 -0.0194 0.1609
H -1.697759 1.574030 -0.645079 0.1068 -0.0991 0.0003
H -1.964130 -0.739088 0.804253 0.1383 0.2479 0.0957
H 0.476621 -1.643186 1.410903 -0.0778 0.1522 -0.1713
H 2.100563 0.536745 0.662434 -0.1004 -0.0983 0.0084
H 1.691479 -0.673893 -0.565172 -0.0481 0.2157 0.0569
H -0.712448 -1.359222 -1.494829 0.0449 -0.2045 -0.1832
H -0.318598 -1.081889 -2.058086 -0.0686 -0.1901 -0.0606
```
Forces are in eV/Å.

Results
* LUMO level: 1.21 eV
* E: -7359.3855 eV
* F_max: 0.37 eV/Å
* spin multiplicity: 1
* HOMO energy: -0.3479 hartree